(1)
84
Properties=species:S:1:pos:R:3:forces:R:3 method="wB97M-V/def2-TZVPD" lumo_ha=-0.160 mol_weight_g_mol=728.27 homo_energy_ha=-0.4085 total_charge=+1 energy_ha=-4977.97179 gap_ev=6.77
C 2.702648 1.831692 1.566345 0.119 1.190 0.735
O 2.199980 0.475130 1.836898 -0.028 0.680 -2.266
C 2.261810 -0.393967 0.651751 0.238 -1.785 -0.408
C 1.055914 -1.546582 0.626798 0.162 -0.097 0.267
C 0.814178 -2.174216 -0.894242 0.623 0.755 0.681
C -0.268069 -1.203655 -1.654039 0.355 -0.290 -0.270
C -1.143247 -1.930092 -2.835924 -0.764 1.192 0.706
C -1.549578 -0.734227 -3.930698 1.563 -1.625 -0.423
N -2.862612 -0.024191 -3.539153 2.456 2.158 1.205
C -2.851511 1.149059 -2.827254 0.227 2.299 1.152
N -4.012378 2.006614 -2.293703 0.890 -4.293 1.037
C -3.488332 3.003274 -1.241521 1.600 0.765 0.677
O -4.252670 3.181480 0.002123 0.628 0.610 -3.022
C -4.781551 4.549817 0.107880 -1.333 0.964 1.067
C -3.744956 5.646880 0.756168 -0.196 1.441 -0.239
C -2.563221 6.159663 -0.275597 0.356 0.168 -0.011
O -3.210114 5.228505 2.094755 1.406 0.902 -2.466
C -2.083784 2.235482 -0.888271 -1.794 0.559 0.796
C -1.043401 2.859289 0.210519 0.258 -0.620 0.590
O -0.451387 1.684589 0.932807 3.328 3.395 -5.889
O -1.223818 1.336843 1.925406 -2.785 -2.268 4.677
N -1.626849 1.924014 -2.295572 -0.990 -1.222 -2.357
P -1.068686 3.283349 -3.314796 5.923 2.135 1.236
O 0.309486 3.933336 -2.807412 -5.011 -2.447 -1.138
P -4.481779 -0.691176 -3.966667 -3.481 -0.493 -0.870
N -4.824643 -2.206077 -3.088354 1.980 0.967 -1.440
O -4.475325 -1.154432 -5.663424 0.488 -1.607 3.435
H 2.022854 2.642163 2.119614 1.270 -2.002 -1.113
H 2.700560 2.134951 0.428704 0.128 -0.878 2.206
H 3.769367 1.926799 2.054359 -1.903 -0.138 -1.269
H 2.224139 0.164900 -0.375690 0.068 -0.607 2.053
H 3.287524 -0.999522 0.716675 -2.075 1.269 -0.417
H 0.032295 -1.100048 0.983118 2.067 -0.703 -0.632
H 1.350063 -2.401196 1.376322 -0.574 1.661 -1.462
H 1.861104 -2.127594 -1.458408 -2.309 -0.215 1.021
H 0.496606 -3.304252 -0.820845 0.416 2.337 -0.175
H 0.346031 -0.310783 -2.122508 -1.338 -1.715 0.984
H -1.039088 -0.754245 -0.885320 1.650 -0.836 -1.368
H -0.619506 -2.850552 -3.343115 -0.949 2.053 0.851
H -2.164238 -2.282494 -2.341826 2.220 0.441 -1.136
H -1.686313 -1.278593 -4.959454 -0.240 1.445 1.836
H -0.645422 0.000629 -4.040683 -2.010 -1.182 0.317
H -4.439959 1.294186 -1.635860 -0.755 0.882 -1.277
H -3.462164 4.008609 -1.852019 0.372 -1.866 1.594
H -5.718299 4.488122 0.842723 2.186 -0.060 -1.549
H -5.223657 4.921031 -0.930663 1.172 -0.639 2.123
H -4.401811 6.614930 0.994408 1.181 -2.112 -0.755
H -1.967423 5.298536 -0.798858 -1.106 1.465 1.128
H -3.001340 6.837344 -1.145754 0.767 -1.401 1.983
H -1.753888 6.804745 0.315979 -1.862 -1.308 -1.251
H -2.261607 5.601677 2.132251 -2.270 -0.827 -0.028
H -2.469514 1.173654 -0.515583 1.046 2.310 -0.100
H -1.550635 3.510678 1.043289 0.381 -1.313 -1.872
H -0.184632 3.489968 -0.278918 -1.539 -1.594 0.804
H -0.699821 0.613115 2.418319 -0.836 1.527 -1.003
H -0.773033 2.780747 -4.663019 -1.078 -0.116 1.214
H -2.008237 4.373586 -3.435732 -0.007 -1.099 0.008
H -4.279072 -3.016088 -3.456559 -0.523 0.596 0.864
H -4.740326 -2.096580 -2.053658 -0.085 -0.224 -1.200
H -4.697492 -2.142040 -5.701519 0.482 1.780 -0.165
Cl 0.828981 -3.102882 5.340320 -0.004 0.053 -0.076
C 0.491008 -1.373332 5.600179 -0.007 0.199 0.039
C -0.933804 -1.003556 5.219224 0.161 0.111 0.597
Cl -1.205171 -1.096226 3.460874 -0.116 -0.553 0.243
H 1.224280 -0.794657 5.030145 -0.201 -0.145 0.008
H 0.654521 -1.175849 6.663912 -0.155 -0.020 -0.168
H -1.142065 0.028160 5.517318 0.094 -0.145 -0.090
H -1.664142 -1.653701 5.710359 0.194 0.048 -0.224
Cl 4.141567 -3.926844 2.591563 0.039 0.004 -0.071
C 5.410011 -2.948864 3.371115 0.142 0.188 0.171
C 5.603799 -1.606775 2.683225 -0.070 0.014 0.346
Cl 6.319920 -1.779917 1.061123 -0.056 -0.025 -0.063
H 6.333903 -3.535247 3.379399 -0.202 0.140 -0.106
H 5.096575 -2.793345 4.407858 0.025 0.060 -0.190
H 6.289646 -0.985864 3.266968 -0.065 -0.171 -0.064
H 4.658188 -1.065776 2.581079 0.116 -0.182 -0.018
Cl 4.907207 -8.061038 0.897147 -0.037 0.029 -0.022
C 5.856654 -7.470051 -0.489353 0.172 0.089 -0.199
C 5.936508 -5.952054 -0.524813 0.319 -0.147 0.040
Cl 4.364281 -5.204796 -0.903927 -0.056 0.004 -0.011
H 5.409137 -7.872105 -1.403450 0.015 0.152 0.224
H 6.860755 -7.892824 -0.387821 -0.139 0.158 0.017
H 6.633776 -5.634990 -1.305812 -0.134 -0.119 0.080
H 6.285291 -5.544248 0.428780 -0.200 -0.105 -0.141

(2)
79
Properties=species:S:1:pos:R:3:forces:R:3 method="wB97M-V/def2-TZVPD" lumo_ha=-0.121 mol_weight_g_mol=589.44 homo_energy_ha=-0.4461 total_charge=+1 energy_ha=-4802.82075 gap_ev=8.85
C 6.858913 -0.333204 -0.492625 0.317 -0.335 0.254
C 6.233506 -1.709129 -0.251587 -0.028 0.283 -0.420
Br 6.191165 -2.074162 1.671985 0.017 -0.020 0.013
C 4.831535 -1.878308 -0.823312 -0.220 -0.074 0.542
C 3.872470 -0.726692 -0.494524 -0.631 0.067 -0.180
C 3.155311 -0.191965 -1.754882 -0.112 -0.431 1.447
C 2.365016 1.045658 -1.373525 0.387 0.108 -1.613
N 1.385823 0.779528 -0.268221 0.362 0.865 0.409
C 1.937590 -0.000913 0.886129 -0.278 -1.143 1.007
F 0.825580 -0.425932 1.571947 -0.243 0.142 -0.115
C 2.748286 -1.186333 0.463136 0.820 0.229 -0.937
H 6.477367 0.128018 -1.403626 0.006 0.005 -0.042
H 6.709928 0.322671 0.361742 -0.208 0.166 -0.114
H 7.936681 -0.451959 -0.585224 0.034 0.099 -0.090
H 6.873876 -2.473228 -0.680159 -0.006 -0.149 0.150
H 4.872197 -2.043598 -1.902075 0.215 0.174 -0.053
H 4.418303 -2.795631 -0.399957 0.001 -0.107 -0.159
H 4.370838 0.121643 -0.013413 0.389 -0.157 -0.068
H 2.437540 -0.967765 -2.035600 0.206 -0.008 -0.636
H 3.879071 0.003564 -2.539909 -0.251 0.203 -0.239
H 3.038201 1.862243 -1.118058 -0.134 -0.017 0.573
H 1.807399 1.396361 -2.241993 -0.305 0.017 0.165
H 0.518491 0.338008 -0.585429 0.205 -0.297 -0.185
H 1.103835 1.690896 0.101499 -0.219 -0.062 0.013
H 2.473479 0.642696 1.582647 0.180 0.390 -0.414
H 2.141989 -1.890812 -0.110702 -0.259 -0.111 0.337
H 3.193749 -1.683926 1.321242 -0.265 0.072 0.224
O -1.725706 -2.819174 -4.545177 -1.866 1.370 2.277
P -1.092593 -1.501895 -4.778911 4.294 -1.710 -4.774
O -1.335413 -1.256543 -6.368380 -0.449 0.555 0.580
C -2.538128 -1.674587 -7.020995 -0.234 -0.396 -0.394
C -3.689843 -0.714229 -6.810901 0.152 0.181 0.097
O 0.491738 -1.872771 -4.679475 -0.118 0.255 0.683
C 0.930345 -3.145459 -4.195908 0.050 -0.265 -0.093
C 1.125828 -4.125535 -5.331539 0.078 0.051 -0.148
O -0.655627 0.031538 -4.492916 -1.714 -0.048 1.609
C -1.417047 1.168333 -4.920919 -0.244 0.554 0.040
C -2.589187 1.464984 -4.007970 0.112 -0.192 0.143
H -2.819779 -2.678928 -6.703921 0.116 0.021 0.164
H -2.296035 -1.732376 -8.082114 0.117 0.053 0.030
H -3.911902 -0.593712 -5.747458 -0.075 -0.094 -0.022
H -4.586282 -1.084775 -7.307012 0.005 -0.043 0.019
H -3.463552 0.271245 -7.221130 -0.009 -0.011 -0.027
H 0.237785 -3.539032 -3.452294 -0.117 0.031 -0.091
H 1.884399 -2.969022 -3.689834 0.008 0.105 -0.059
H 0.224292 -4.206366 -5.937439 -0.081 -0.040 0.117
H 1.379921 -5.113530 -4.946273 -0.007 0.000 0.006
H 1.931761 -3.792548 -5.986415 0.014 -0.004 0.013
H -1.725750 1.055078 -5.957271 -0.008 -0.265 0.028
H -0.717436 2.005139 -4.899508 0.115 -0.110 0.046
H -3.241353 0.594600 -3.908369 -0.057 0.044 -0.078
H -3.175658 2.297112 -4.395160 -0.010 -0.009 -0.019
H -2.242162 1.725749 -3.006112 -0.011 0.032 -0.008
O -3.287610 3.274858 5.876075 0.368 0.267 -2.036
P -2.304158 2.192611 5.977400 0.062 -1.106 4.169
O -3.041766 0.783352 6.202869 0.221 0.070 -0.827
C -4.366784 0.550521 5.714694 -0.553 -0.117 0.091
C -4.405840 0.206567 4.240813 0.243 -0.055 -0.037
O -1.521996 2.375713 7.361135 0.180 0.105 -0.329
C -1.791040 3.478192 8.235712 -0.097 0.185 0.296
C -2.835288 3.113553 9.268027 -0.004 -0.195 0.037
O -0.976621 1.737457 5.223508 -0.537 0.602 -1.163
C -0.959360 0.875697 4.091277 0.234 -0.202 -0.415
C -1.279359 1.611568 2.802916 0.014 0.201 0.041
H -5.008172 1.408117 5.920888 0.182 0.130 0.012
H -4.755158 -0.285087 6.296225 0.116 -0.007 0.059
H -3.966310 1.005669 3.640506 -0.123 0.047 0.005
H -5.435070 0.059803 3.914067 -0.018 0.035 0.028
H -3.853797 -0.712979 4.036673 -0.019 -0.012 0.023
H -2.087773 4.358193 7.667157 -0.098 -0.100 -0.125
H -0.845988 3.714653 8.725432 0.049 -0.106 -0.053
H -3.741809 2.735627 8.794546 -0.024 0.127 -0.065
H -3.092417 3.982418 9.874422 0.006 0.008 -0.011
H -2.460634 2.330567 9.928306 0.010 0.015 0.010
H -1.610750 0.014337 4.241605 -0.176 0.155 0.120
H 0.056363 0.482192 4.040860 0.022 0.051 0.120
H -2.236969 2.129414 2.866404 -0.015 -0.035 -0.031
H -1.314226 0.915221 1.964192 -0.076 -0.052 0.035
H -0.518223 2.370743 2.602186 -0.006 0.014 0.038

(3)
74
Properties=species:S:1:pos:R:3:forces:R:3 method="wB97M-V/def2-TZVPD" smiles="CCP(CC)OC(=O)OCCCCl.CCOCC.CCOCC.CCOCC" lumo_ha=0.022 mol_weight_g_mol=449.01 homo_energy_ha=-0.3341 total_charge=0 energy_ha=-2042.58778 gap_ev=9.70
C -2.158813 -5.569426 -4.320475 -0.148 0.026 -0.021
C -2.361578 -5.296643 -5.810637 -0.036 -0.197 0.000
P -0.917569 -4.854799 -6.857185 0.018 0.091 -0.026
C 0.161744 -6.329832 -6.624010 -0.001 0.250 -0.203
C 1.619587 -6.018126 -6.977027 -0.030 -0.136 0.000
O -0.149718 -3.836624 -5.719945 -0.157 0.041 0.170
C 0.475095 -2.717635 -6.128799 0.222 -0.386 0.458
O 0.566306 -2.334654 -7.249282 0.119 0.144 -0.463
O 1.069951 -2.093795 -5.094705 -0.235 0.309 -0.123
C 0.368877 -2.075329 -3.837713 0.192 -0.069 -0.020
C 0.951205 -0.930949 -3.012637 0.102 -0.091 0.100
C -0.096619 -0.265252 -2.116059 -0.165 -0.058 -0.128
Cl 0.433945 -0.134283 -0.412403 0.049 0.073 0.014
H -1.348444 -6.271263 -4.132802 0.066 0.042 0.026
H -1.959853 -4.645697 -3.775725 0.116 -0.056 -0.042
H -3.064001 -6.006563 -3.893089 0.017 0.034 -0.023
H -2.762228 -6.189025 -6.312135 -0.027 0.073 0.042
H -3.116098 -4.516100 -5.946858 0.068 -0.037 -0.058
H 0.091288 -6.730268 -5.614773 -0.046 -0.061 0.053
H -0.244721 -7.061784 -7.332366 0.046 -0.085 0.179
H 2.257067 -6.878226 -6.761927 -0.046 0.023 -0.038
H 1.729673 -5.777746 -8.036123 -0.005 0.084 0.076
H 1.997556 -5.182740 -6.385427 -0.005 -0.003 -0.058
H -0.696264 -1.923224 -4.031789 0.042 -0.023 0.025
H 0.513528 -3.034871 -3.338277 -0.184 0.022 0.010
H 1.763774 -1.309560 -2.391599 -0.008 0.039 -0.057
H 1.391323 -0.204112 -3.696359 -0.093 0.012 0.024
H -1.029223 -0.828686 -2.092368 0.081 -0.028 0.027
H -0.332254 0.742593 -2.449939 0.046 -0.020 0.049
C 3.605102 3.044454 4.190939 -0.091 -0.002 -0.015
C 4.282822 1.733509 3.834579 0.009 0.045 0.021
O 3.391300 0.757425 3.323006 0.016 -0.051 -0.003
C 2.700369 1.113278 2.137652 -0.059 -0.003 -0.017
C 3.603441 1.388728 0.948418 0.062 -0.006 0.032
H 2.803657 2.866199 4.910606 0.013 0.012 0.016
H 4.322559 3.737321 4.632419 0.014 -0.024 0.018
H 3.168684 3.534321 3.319786 0.040 0.054 0.012
H 4.710518 1.278829 4.728574 -0.003 -0.009 -0.007
H 5.111303 1.907681 3.138199 -0.029 0.000 -0.031
H 2.037994 1.968541 2.317918 0.025 0.018 -0.002
H 2.059800 0.257429 1.923120 0.013 -0.013 0.019
H 4.251759 2.249736 1.116230 -0.033 0.025 -0.008
H 2.995477 1.596064 0.067414 -0.009 -0.020 -0.002
H 4.233973 0.523047 0.739639 -0.003 0.003 -0.004
C -4.967781 -0.555064 3.643025 0.013 0.019 -0.056
C -3.860209 -1.593111 3.706988 -0.014 -0.020 0.048
O -3.090579 -1.695356 2.523002 0.000 -0.030 -0.023
C -2.405141 -0.520748 2.123527 0.039 0.060 -0.037
C -1.404324 -0.000936 3.141356 -0.015 -0.050 0.047
H -5.636171 -0.759050 2.805345 -0.001 0.003 0.004
H -5.549654 -0.579528 4.565348 -0.009 -0.018 -0.003
H -4.576543 0.456455 3.526970 0.006 0.000 0.038
H -4.293157 -2.584707 3.842078 0.007 0.001 0.004
H -3.214936 -1.406789 4.573336 0.012 0.029 -0.018
H -3.117494 0.267619 1.851941 -0.011 0.001 0.039
H -1.876490 -0.798473 1.212724 -0.033 -0.024 -0.010
H -1.882710 0.312413 4.070573 -0.006 0.042 -0.018
H -0.880097 0.863800 2.730875 0.013 -0.013 -0.020
H -0.667231 -0.768696 3.381382 0.005 0.007 -0.001
C -0.698482 4.361919 4.108997 0.009 0.008 -0.073
C 0.432838 5.323847 4.431196 -0.008 -0.080 0.055
O 1.161620 5.759954 3.297192 0.054 -0.014 0.004
C 0.422190 6.460678 2.312598 -0.014 0.010 -0.053
C -0.230678 7.736838 2.814717 0.023 -0.003 0.056
H -0.317171 3.490833 3.573102 -0.001 -0.003 0.010
H -1.168678 4.021974 5.032675 0.017 -0.015 0.007
H -1.472354 4.825638 3.495748 -0.016 0.014 0.033
H 1.169764 4.818623 5.056133 0.015 0.032 0.001
H 0.058168 6.177715 5.007036 -0.018 0.020 -0.046
H -0.326715 5.805533 1.852363 -0.013 -0.005 0.034
H 1.151864 6.700369 1.538698 -0.003 -0.008 -0.001
H -0.983852 7.540809 3.578818 -0.025 -0.008 -0.029
H -0.725398 8.247262 1.987431 0.014 0.005 -0.009
H 0.517110 8.408241 3.238762 -0.004 0.000 0.000